one | {"formula": "C36H49N8O2S2ScSeSiTe", "method": "ωB97M-V/def2-TZVPD", "symbols": ["Sc", "N", "C", "C", "N", "H", "H", "H", "H", "H", "H", "H", "H", "O", "S", "O", "N", "C", "C", "C", "C", "C", "C", "C", "C", "N", "C", "C", "C", "C", "C", "C", "C", "H", "H", "H", "H", "H", "H", "H", "H", "H", "H", "H", "C", "C", "N", "C", "C", "N", "C", "C", "H", "H", "H", "H", "H", "H", "H", "H", "H", "H", "H", "H", "H", "S", "C", "C", "C", "N", "C", "C", "C", "C", "C", "N", "C", "C", "H", "H", "H", "H", "H", "H", "H", "H", "Te", "C", "Si", "C", "C", "Se", "H", "H", "H", "H", "H", "H", "H", "H", "H"], "positions_angstrom": [[-0.34, -0.24, -0.70], [-0.19, -1.32, -2.73], [-0.86, -0.61, -3.84], [-0.58, 0.87, -3.69], [-1.10, 1.32, -2.39], [0.80, -1.43, -2.93], [-0.55, -2.26, -2.61], [-1.93, -0.79, -3.74], [-0.55, -0.98, -4.81], [-0.99, 1.43, -4.53], [0.50, 1.04, -3.69], [-2.08, 1.58, -2.47], [-0.59, 2.13, -2.06], [2.42, -3.02, 1.70], [2.34, -2.04, 0.63], [3.23, -2.27, -0.49], [0.80, -1.85, 0.16], [0.15, -3.06, -0.25], [0.81, -4.26, -0.50], [0.08, -5.38, -0.90], [-1.29, -5.33, -1.05], [-1.98, -4.13, -0.83], [-3.40, -4.02, -0.94], [-4.00, -2.80, -0.62], [-3.23, -1.71, -0.30], [-1.86, -1.73, -0.27], [-1.25, -2.98, -0.43], [2.74, -0.45, 1.29], [1.81, 0.35, 1.94], [2.22, 1.55, 2.49], [3.55, 1.95, 2.40], [4.47, 1.15, 1.75], [4.06, -0.06, 1.19], [1.88, -4.35, -0.40], [0.61, -6.31, -1.09], [-1.85, -6.21, -1.35], [-3.98, -4.88, -1.23], [-5.08, -2.69, -0.63], [-3.68, -0.75, -0.06], [0.77, 0.03, 2.03], [1.48, 2.19, 2.96], [3.86, 2.90, 2.82], [5.50, 1.46, 1.65], [4.77, -0.68, 0.64], [-0.89, -3.53, 4.34], [-0.49, -2.81, 3.04], [-0.83, -1.39, 3.16], [-2.28, -1.22, 3.12], [-2.94, -2.17, 4.14], [-1.85, -2.62, 5.08], [-1.11, -1.41, 5.59], [-0.31, -0.85, 4.40], [-0.06, -3.71, 5.02], [-1.41, -4.48, 4.17], [-1.03, -3.22, 2.19], [0.57, -2.93, 2.85], [-2.64, -1.45, 2.12], [-2.51, -0.18, 3.33], [-3.35, -3.08, 3.69], [-3.71, -1.69, 4.74], [-2.26, -3.12, 5.86], [-0.49, -1.74, 6.43], [-1.86, -0.72, 5.96], [0.75, -1.12, 4.48], [-0.38, 0.24, 4.38], [5.27, 3.42, -1.67], [3.78, 2.54, -1.50], [2.63, 3.11, -0.90], [1.49, 2.38, -0.73], [1.36, 1.06, -1.12], [2.47, 0.52, -1.74], [3.64, 1.20, -1.94], [5.18, 3.89, -3.39], [4.23, 4.80, -3.84], [4.21, 5.12, -5.19], [5.05, 4.62, -6.09], [5.96, 3.76, -5.65], [6.07, 3.36, -4.32], [2.65, 4.13, -0.54], [0.63, 2.81, -0.23], [2.42, -0.52, -2.03], [4.46, 0.69, -2.41], [3.52, 5.25, -3.16], [3.47, 5.83, -5.56], [6.65, 3.35, -6.38], [6.82, 2.65, -4.02], [-1.50, 2.70, 3.04], [-3.60, 4.20, -0.09], [-3.83, 2.36, 0.06], [-5.07, 1.88, 1.38], [-4.35, 1.64, -1.60], [-1.82, 1.49, 0.76], [-4.56, 4.69, -0.30], [-2.92, 4.43, -0.91], [-3.19, 4.63, 0.82], [-6.03, 2.39, 1.19], [-4.71, 2.16, 2.37], [-5.25, 0.80, 1.36], [-4.30, 2.40, -2.38], [-5.40, 1.33, -1.52], [-3.80, 0.75, -1.92]], "gap_ev": [4.1, 4.5], "charge": 0, "homo_ev": [-4.7, -5.1]}

two | {"formula": "C36H49N8O2S2ScSeSiTe", "method": "ωB97M-V/def2-TZVPD", "symbols": ["Sc", "N", "C", "C", "N", "H", "H", "H", "H", "H", "H", "H", "H", "O", "S", "O", "N", "C", "C", "C", "C", "C", "C", "C", "C", "N", "C", "C", "C", "C", "C", "C", "C", "H", "H", "H", "H", "H", "H", "H", "H", "H", "H", "H", "C", "C", "N", "C", "C", "N", "C", "C", "H", "H", "H", "H", "H", "H", "H", "H", "H", "H", "H", "H", "H", "S", "C", "C", "C", "N", "C", "C", "C", "C", "C", "N", "C", "C", "H", "H", "H", "H", "H", "H", "H", "H", "Te", "C", "Si", "C", "C", "Se", "H", "H", "H", "H", "H", "H", "H", "H", "H"], "positions_angstrom": [[0.27, -1.64, 1.17], [-0.83, -2.55, 3.02], [-0.35, -3.91, 3.33], [-0.29, -4.70, 2.03], [0.57, -3.98, 1.07], [-0.62, -1.91, 3.78], [-1.83, -2.54, 2.87], [-0.99, -4.42, 4.05], [0.65, -3.83, 3.76], [-1.29, -4.77, 1.60], [0.06, -5.71, 2.22], [0.40, -4.32, 0.13], [1.55, -4.11, 1.30], [2.95, -2.95, 2.01], [2.98, -1.86, 2.98], [2.97, -2.22, 4.37], [1.78, -0.91, 2.56], [1.50, 0.30, 3.24], [2.30, 0.91, 4.20], [1.91, 2.13, 4.75], [0.74, 2.74, 4.37], [-0.11, 2.13, 3.43], [-1.38, 2.68, 3.05], [-2.21, 1.90, 2.23], [-1.76, 0.72, 1.70], [-0.50, 0.22, 1.92], [0.28, 0.90, 2.86], [4.51, -1.00, 2.68], [5.40, -0.78, 3.72], [6.59, -0.13, 3.45], [6.88, 0.31, 2.17], [5.98, 0.08, 1.14], [4.79, -0.58, 1.39], [3.21, 0.44, 4.54], [2.55, 2.60, 5.49], [0.44, 3.69, 4.81], [-1.72, 3.61, 3.49], [-3.22, 2.22, 2.01], [-2.38, 0.11, 1.06], [5.15, -1.14, 4.71], [7.30, 0.05, 4.26], [7.81, 0.83, 1.97], [6.21, 0.42, 0.13], [4.08, -0.77, 0.59], [-0.72, 2.09, -3.61], [-0.66, 0.89, -2.64], [-1.11, 1.31, -1.32], [-0.39, 2.50, -0.88], [-0.81, 3.71, -1.75], [-1.54, 3.16, -2.94], [-2.85, 2.57, -2.50], [-2.53, 1.58, -1.36], [-1.20, 1.87, -4.56], [0.26, 2.52, -3.81], [0.36, 0.51, -2.59], [-1.31, 0.08, -2.98], [0.68, 2.31, -0.98], [-0.61, 2.69, 0.17], [0.04, 4.28, -2.13], [-1.49, 4.39, -1.24], [-1.71, 3.91, -3.61], [-3.29, 2.09, -3.38], [-3.50, 3.39, -2.19], [-3.07, 0.64, -1.50], [-2.83, 2.00, -0.39], [3.84, 0.50, -4.14], [2.96, -0.18, -2.79], [2.40, -1.49, -2.80], [1.63, -1.92, -1.76], [1.36, -1.16, -0.64], [1.97, 0.08, -0.60], [2.73, 0.58, -1.61], [2.54, 1.12, -5.18], [2.61, 2.41, -5.70], [1.59, 2.86, -6.52], [0.53, 2.14, -6.86], [0.48, 0.89, -6.38], [1.44, 0.35, -5.54], [2.58, -2.16, -3.63], [1.19, -2.91, -1.78], [1.81, 0.65, 0.31], [3.19, 1.56, -1.50], [3.45, 3.05, -5.46], [1.63, 3.87, -6.93], [-0.38, 0.30, -6.68], [1.33, -0.66, -5.17], [-2.06, -2.30, -0.66], [-5.29, -0.14, 0.96], [-5.55, -1.95, 0.56], [-6.93, -2.65, 1.62], [-5.95, -2.14, -1.26], [-3.71, -3.20, 1.07], [-6.21, 0.42, 0.80], [-4.51, 0.27, 0.32], [-4.98, -0.01, 2.00], [-7.86, -2.13, 1.42], [-6.70, -2.53, 2.68], [-7.08, -3.71, 1.42], [-6.81, -1.52, -1.53], [-6.19, -3.18, -1.49], [-5.10, -1.84, -1.87]], "gap_ev": [4.2, 4.6], "charge": 0, "homo_ev": [-4.7, -5.2]}

The most stable of them is two.

one | {"formula": "C4H8NOS", "method": "ωB97M-V/def2-TZVPD", "symbols": ["C", "C", "S", "C", "N", "C", "O", "H", "H", "H", "H", "H", "H", "H", "H"], "positions_angstrom": [[0.60, -0.91, -0.05], [-0.92, -1.12, 0.24], [-1.45, -0.66, 1.93], [0.95, 0.01, -1.19], [0.63, 1.33, -1.09], [-0.11, 2.02, -0.04], [1.56, -0.38, -2.17], [1.06, -0.51, 0.85], [1.07, -1.86, -0.30], [-1.50, -0.68, -0.58], [-1.12, -2.19, 0.19], [0.93, 1.87, -1.88], [0.47, 2.07, 0.89], [-1.00, 1.50, 0.26], [-0.34, 3.02, -0.38]], "gap_ev": 6.3, "charge": -1, "homo_ev": -2.6}

two | {"formula": "C4H8NOS", "method": "ωB97M-V/def2-TZVPD", "symbols": ["C", "C", "S", "C", "N", "C", "O", "H", "H", "H", "H", "H", "H", "H", "H"], "positions_angstrom": [[-1.14, -1.03, -0.21], [-1.95, 0.27, 0.38], [-2.16, 1.71, -0.81], [0.42, -0.90, -0.06], [0.81, 0.32, 0.42], [2.19, 0.63, 0.01], [1.22, -1.84, -0.40], [-1.32, -1.18, -1.33], [-1.57, -1.82, 0.28], [-1.42, 0.54, 1.40], [-2.91, -0.35, 0.43], [0.14, 1.15, 0.35], [2.19, 1.66, -0.47], [2.94, 0.79, 0.90], [2.55, 0.02, -0.90]], "gap_ev": 6.7, "charge": -1, "homo_ev": -2.9}

The most stable of them is one.

one | {"formula": "C9H24O3", "method": "ωB97M-V/def2-TZVPD", "symbols": ["C", "C", "C", "O", "H", "H", "H", "H", "H", "H", "H", "H", "C", "C", "C", "O", "H", "H", "H", "H", "H", "H", "H", "H", "C", "C", "C", "O", "H", "H", "H", "H", "H", "H", "H", "H"], "positions_angstrom": [[1.18, 0.29, 2.56], [1.54, 0.00, 1.11], [2.38, -1.24, 0.80], [0.31, -0.14, 0.54], [0.62, 1.22, 2.66], [2.02, 0.50, 3.22], [0.58, -0.52, 2.94], [2.15, 0.87, 0.87], [2.67, -1.12, -0.25], [1.85, -2.18, 0.97], [3.35, -1.29, 1.31], [0.48, -0.58, -0.30], [-1.23, 4.78, 0.81], [-1.20, 3.27, 0.95], [-2.31, 2.62, -0.03], [0.07, 2.82, 0.53], [-2.10, 5.33, 1.16], [-1.09, 5.11, -0.22], [-0.38, 5.11, 1.41], [-1.46, 2.97, 1.97], [-2.08, 2.78, -1.09], [-3.28, 3.03, 0.24], [-2.51, 1.58, 0.24], [0.00, 1.86, 0.58], [0.24, -3.77, -2.94], [-0.39, -2.64, -2.07], [-0.69, -3.15, -0.62], [0.38, -1.44, -1.96], [1.17, -4.17, -2.52], [0.57, -3.32, -3.88], [-0.41, -4.58, -3.26], [-1.38, -2.53, -2.51], [-1.35, -4.01, -0.74], [-1.20, -2.49, 0.09], [0.27, -3.43, -0.18], [1.23, -1.55, -2.40]], "gap_ev": 10.2, "charge": 0, "homo_ev": -9.5}

two | {"formula": "C9H24O3", "method": "ωB97M-V/def2-TZVPD", "symbols": ["C", "C", "C", "O", "H", "H", "H", "H", "H", "H", "H", "H", "C", "C", "C", "O", "H", "H", "H", "H", "H", "H", "H", "H", "C", "C", "C", "O", "H", "H", "H", "H", "H", "H", "H", "H"], "positions_angstrom": [[3.95, -1.51, 3.86], [2.52, -1.79, 4.33], [1.86, -0.52, 4.88], [1.82, -2.17, 3.17], [4.52, -1.25, 4.75], [3.96, -0.61, 3.26], [4.39, -2.36, 3.35], [2.50, -2.56, 5.10], [1.53, 0.37, 4.35], [2.61, -0.18, 5.60], [1.00, -0.71, 5.51], [1.90, -1.39, 2.61], [-1.78, 0.02, -4.00], [-3.27, 0.41, -3.80], [-3.81, 1.32, -4.93], [-3.91, -0.86, -3.92], [-1.80, -0.13, -5.08], [-1.49, -0.82, -3.37], [-1.14, 0.89, -3.89], [-3.44, 0.77, -2.78], [-3.35, 2.30, -4.79], [-4.90, 1.39, -4.95], [-3.57, 1.06, -5.96], [-4.86, -0.77, -4.01], [-0.59, 1.47, 0.48], [0.26, 0.20, 0.28], [1.14, 0.29, -1.03], [1.21, 0.25, 1.43], [-1.25, 1.27, 1.32], [-1.34, 1.78, -0.23], [0.00, 2.36, 0.72], [-0.28, -0.72, 0.46], [0.78, -0.38, -1.81], [2.21, 0.13, -0.93], [1.08, 1.29, -1.46], [1.57, 1.14, 1.46]], "gap_ev": 10.1, "charge": 0, "homo_ev": -9.4}

The most stable of them is one.

one | {"formula": "C2H3BrFNO2", "method": "ωB97M-V/def2-TZVPD", "symbols": ["C", "C", "N", "O", "O", "F", "Br", "H", "H", "H"], "positions_angstrom": [[-0.33, 0.03, -0.66], [1.24, -0.35, 0.46], [-1.46, 0.53, 0.18], [-1.12, 1.22, 1.12], [-2.58, 0.13, -0.10], [1.34, -1.59, 0.44], [2.75, 0.46, -0.33], [-0.07, 0.53, -1.59], [-0.67, -1.07, -0.98], [0.90, 0.12, 1.46]], "gap_ev": 10.3, "charge": 0, "homo_ev": -10.3}

two | {"formula": "C2H3BrFNO2", "method": "ωB97M-V/def2-TZVPD", "symbols": ["C", "C", "N", "O", "O", "F", "Br", "H", "H", "H"], "positions_angstrom": [[-0.79, 1.09, -0.04], [-1.51, 0.09, 0.45], [1.86, -0.33, -0.78], [2.61, 0.57, -0.47], [1.54, -1.17, 0.32], [-1.60, -0.04, 1.85], [-2.35, -1.23, -0.48], [1.09, -1.97, -0.20], [-0.82, 1.36, -1.16], [-0.04, 1.62, 0.52]], "gap_ev": 9.6, "charge": 0, "homo_ev": -9.8}

The most stable of them is two.

one | {"formula": "C3H7ClN3", "method": "ωB97M-V/def2-TZVPD", "symbols": ["C", "C", "C", "N", "N", "N", "Cl", "H", "H", "H", "H", "H", "H", "H"], "positions_angstrom": [[-1.56, 0.06, -1.11], [0.76, -0.11, 0.53], [0.47, -0.49, -0.84], [-2.30, -0.03, -0.15], [1.73, 0.83, 0.55], [0.13, -0.48, 1.67], [-1.50, 0.72, -2.64], [1.01, -0.06, -1.69], [0.49, -1.60, -0.95], [-3.28, -0.09, -0.34], [2.38, 0.91, -0.34], [2.18, 1.25, 1.29], [-0.81, -0.89, 1.41], [0.29, -0.02, 2.61]], "gap_ev": 9.8, "charge": 1, "homo_ev": -13.9}

two | {"formula": "C3H7ClN3", "method": "ωB97M-V/def2-TZVPD", "symbols": ["C", "C", "C", "N", "N", "N", "Cl", "H", "H", "H", "H", "H", "H", "H"], "positions_angstrom": [[-0.04, 1.36, 0.17], [-0.33, -0.73, -0.56], [1.70, -0.28, 0.90], [-1.17, 1.40, -0.46], [0.51, 0.15, 0.23], [-1.50, 0.15, -0.80], [-2.37, -0.05, -2.29], [0.40, 2.25, 0.61], [0.15, -0.97, -1.52], [-0.58, -1.66, -0.05], [1.50, -1.21, 1.44], [2.51, -0.46, 0.19], [2.02, 0.48, 1.62], [-2.81, -0.42, 0.52]], "gap_ev": [9.1, 7.5], "charge": 1, "homo_ev": [-14.0, -14.2]}

The most stable of them is one.